(1)
Below is a structure of composition C32H52Cl3GeN4O2SbSi3TeW at a distorted geometry, with properties calculated with wB97M-V/def2-TZVPD.

The geometry in ORCA input format:
```
! wB97M-V def2-TZVPD RIJCOSX def2/J DEFGRID3
* xyz 1 2
W 0.5054 -0.6039 0.2854
C 4.2321 -1.9118 3.0041
Sb 2.1988 -2.3009 2.3903
C 1.3911 -0.2598 2.2113
C 2.3638 0.6437 1.4658
C 3.6195 0.2773 0.9820
C 4.5383 1.2226 0.5638
C 4.1944 2.5499 0.6039
C 2.8957 2.8531 1.0044
N 2.0209 1.9455 1.4056
Si 0.8509 0.6253 3.8577
C 0.1879 2.3704 3.8196
C -0.4937 -0.3372 4.7047
C 2.4193 0.6580 4.8596
C 1.7175 -2.1248 -1.0625
C 1.9303 -0.8889 -1.8805
C 2.4150 -0.7941 -3.1964
C 2.5645 0.4262 -3.7747
C 2.1849 1.5625 -3.0624
C 1.6906 1.4128 -1.7956
N 1.6208 0.2349 -1.2038
Si 0.6119 -3.4465 -1.9807
C 0.8536 -3.7057 -3.8201
C -1.2742 -3.4274 -1.8799
C 1.0580 -5.0666 -1.1283
Si 3.5004 -2.9515 -1.0780
C 4.0098 -3.8931 -2.6205
C 4.8920 -1.6725 -1.0600
C 3.9307 -4.2377 0.2322
H 4.3359 -2.4508 3.9453
H 4.3802 -0.8422 3.1370
H 4.9299 -2.3130 2.2610
H 3.8866 -0.7597 0.9312
H 5.5206 0.9177 0.2195
H 4.8949 3.3305 0.3208
H 2.5384 3.8803 1.0003
H -0.8982 2.3930 3.6825
H 0.6499 3.0096 3.0694
H 0.4019 2.7946 4.8132
H -1.4310 -0.3130 4.1448
H -0.6803 0.1655 5.6689
H -0.2341 -1.3693 4.9260
H 3.2093 1.2108 4.3342
H 2.7793 -0.3480 5.0760
H 2.2423 1.1648 5.8174
H 2.6190 -1.7005 -3.7542
H 2.9557 0.5089 -4.7843
H 2.2583 2.5546 -3.4920
H 1.3715 2.2513 -1.2016
H 0.4610 -2.8583 -4.3903
H 0.2601 -4.5929 -4.0793
H 1.8736 -3.8920 -4.1450
H -1.7091 -2.5989 -1.3331
H -1.6212 -4.3662 -1.4375
H -1.6671 -3.3458 -2.8993
H 1.9269 -5.5459 -1.6020
H 0.2231 -5.7746 -1.2210
H 1.2807 -4.9585 -0.0650
H 4.1364 -3.2631 -3.5100
H 3.3717 -4.7343 -2.8810
H 4.9997 -4.3013 -2.3715
H 4.6002 -0.6928 -1.4465
H 5.6735 -2.0607 -1.7259
H 5.3605 -1.5365 -0.0776
H 3.9051 -5.2242 -0.2453
H 3.3223 -4.3099 1.1299
H 4.9719 -4.0567 0.5452
N -1.8780 1.9660 -2.1884
N -1.5601 0.9110 -3.0215
C -0.9494 -0.2580 -2.6210
O -0.5972 -1.0519 -3.4778
O -0.8279 -0.5062 -1.3255
H -2.8432 2.2194 -2.3190
H -1.3075 2.7681 -2.4036
H -1.5677 1.0435 -4.0160
C -0.9433 1.0198 0.9216
H -0.2347 1.8112 0.6969
H -1.2110 1.1777 1.9552
H -1.7940 1.2937 0.3057
C -4.0286 -2.8376 0.7135
Te -2.6431 -1.2034 0.5649
C -4.1393 -0.4104 -0.7536
C -5.4180 -1.0442 -0.2933
C -6.6410 -0.4414 -0.5666
C -7.8203 -1.0808 -0.2132
C -7.7782 -2.3083 0.4374
C -6.5553 -2.8884 0.7515
C -5.3746 -2.2563 0.3879
H -3.9638 -3.2623 1.7105
H -3.7148 -3.5992 -0.0017
H -3.7983 -0.7453 -1.7372
H -4.1232 0.6749 -0.7058
H -6.6726 0.5202 -1.0716
H -8.7733 -0.6180 -0.4469
H -8.6979 -2.8123 0.7069
H -6.5193 -3.8360 1.2830
Cl 1.7679 -2.9382 4.6641
Ge -0.5640 -2.4394 1.9387
Cl -3.7179 -0.1697 2.3656
Cl -1.1201 -4.5096 1.5377
*
```

The total energy comes out at -177448.9638 eV. The value obtained for the frontier orbital gap (alpha / beta) is 5.61 / 5.70 eV. As for the expectation value of S²: 1.098.

Atomic partial charges in e from the Mulliken method, atoms 1 to 6: 2.154, -1.100, 0.843, 0.661, -2.047, 0.917

(2)
Below is a structure of composition C32H52CrN7SSb at a distorted geometry, with properties calculated with wB97M-V/def2-TZVPD.

The geometry in ORCA input format:
```
! wB97M-V def2-TZVPD RIJCOSX def2/J DEFGRID3
* xyz 0 5
Cr 0.5400 0.3543 0.7127
C 2.5519 -3.0414 1.1419
C 3.2385 -1.6894 0.9004
C 2.9970 -1.0926 -0.4918
N 1.9641 -0.0741 -0.5676
C 1.9158 0.6657 -1.7572
C 2.6409 0.3211 -2.8677
C 2.7681 0.9274 -4.1490
C 2.2084 2.1296 -4.6093
C 1.4273 3.0037 -3.9093
C 0.9542 2.8996 -2.5448
C 1.0877 1.9061 -1.6262
N 0.4700 1.9367 -0.3944
C 0.1647 3.1775 0.2855
C 1.3585 3.6542 1.1456
C 2.2822 2.5175 1.5980
N 1.5725 1.3171 2.0430
C 1.6500 0.8025 3.2474
C 2.4417 1.3324 4.2914
C 2.5115 0.9969 5.6300
C 1.7740 0.0869 6.3736
C 0.8271 -0.7921 5.8759
C 0.4764 -1.0689 4.5666
C 0.9132 -0.4936 3.3513
N 0.6178 -1.0022 2.1720
C 0.2110 -2.3923 2.0255
C 1.0346 -3.0708 0.9309
H 2.7857 -3.3856 2.1564
H 2.9906 -3.7668 0.4505
H 4.3139 -1.8393 1.0249
H 2.9392 -0.9635 1.6497
H 2.7766 -1.9211 -1.1914
H 3.9384 -0.6458 -0.8378
H 3.2170 -0.5912 -2.7738
H 3.3866 0.3871 -4.8575
H 2.4318 2.3995 -5.6371
H 1.1016 3.8892 -4.4448
H 0.3311 3.7284 -2.2305
H -0.6862 3.0070 0.9454
H -0.1248 3.9827 -0.3895
H 0.9753 4.1905 2.0215
H 1.9718 4.3523 0.5721
H 2.9410 2.9163 2.3642
H 2.9080 2.2157 0.7584
H 3.1109 2.1268 4.0002
H 3.2349 1.5731 6.1984
H 1.9514 0.0676 7.4414
H 0.3040 -1.3831 6.6208
H -0.2801 -1.8334 4.4497
H -0.8487 -2.4419 1.7521
H 0.3444 -2.9513 2.9523
H 0.8045 -2.6076 -0.0316
H 0.7030 -4.1126 0.8830
N -1.1139 2.2620 3.6666
N -2.2368 2.7236 2.9638
C -2.6620 1.9777 1.9215
N -3.7136 2.4961 1.2475
S -1.9989 0.5072 1.4818
H -1.3271 1.4579 4.2482
H -0.7360 3.0157 4.2203
H -2.9823 3.1168 3.5236
H -4.4498 2.9448 1.7752
H -4.0525 1.8853 0.5168
C -0.6070 -3.9170 -2.5452
C -0.7755 -2.5046 -3.1066
C 0.4581 -2.0734 -3.8915
Sb -1.2752 -1.0571 -1.5514
C -3.2380 -1.9930 -1.2334
C -3.1371 -2.9673 -0.0569
C -4.3926 -1.0182 -0.9973
C -1.7929 0.5334 -2.9488
C -2.4044 1.7220 -2.2033
C -2.6631 0.0872 -4.1176
H -0.3311 -4.6093 -3.3480
H -1.5292 -4.2897 -2.0928
H 0.1833 -3.9582 -1.7903
H -1.6471 -2.4965 -3.7670
H 1.3392 -2.0393 -3.2475
H 0.3478 -1.0824 -4.3377
H 0.6609 -2.7869 -4.6992
H -3.4146 -2.5479 -2.1588
H -3.0195 -2.4166 0.8823
H -2.2973 -3.6591 -0.1507
H -4.0537 -3.5632 0.0257
H -4.1612 -0.3420 -0.1717
H -5.2986 -1.5731 -0.7226
H -4.6264 -0.4282 -1.8827
H -0.8143 0.8413 -3.3268
H -3.4077 1.4796 -1.8334
H -2.5020 2.5832 -2.8750
H -1.7827 2.0236 -1.3569
H -3.6319 -0.2972 -3.7860
H -2.1796 -0.6842 -4.7190
H -2.8546 0.9418 -4.7766
*
```

The total energy comes out at -90250.2305 eV. The value obtained for the frontier orbital gap (alpha / beta) is 3.97 / 6.32 eV. As for the expectation value of S²: 6.058. The energy relative to the best compared isomer or geometry (same formula, charge and spin) is 0.000 eV.

Atomic partial charges in e from the natural (NBO) method, atoms 1 to 6: 1.334, -0.392, -0.387, -0.228, -0.748, 0.086

(3)
Below is a structure of composition C32H52N2O21Si2 at a distorted geometry, with properties calculated with wB97M-V/def2-TZVPD.

The geometry in ORCA input format:
```
! wB97M-V def2-TZVPD RIJCOSX def2/J DEFGRID3
* xyz 0 1
C -1.9843 0.2358 4.2138
C -1.6843 -0.5375 3.0558
Si -1.3919 -1.7249 1.5192
N -1.6920 -3.3909 2.1256
C -1.4054 -4.4586 1.0914
C -2.5527 -4.6206 -0.0725
O -2.5674 -1.1782 0.2957
C -3.8698 -1.1160 1.0350
N -5.1039 -1.4079 1.3715
O 0.1996 -1.4571 0.8243
Si 1.3783 -1.1310 2.0861
C 1.9976 0.6900 2.1765
C 0.8219 1.8307 2.1080
C 1.6042 3.2689 1.7669
O -0.1631 1.6468 1.0309
H -2.4910 0.6632 5.1985
H -2.6258 -3.5053 2.5785
H -0.2972 -4.3566 0.6595
H -1.3947 -5.4944 1.6848
H -3.1567 -3.6478 -0.3136
H -1.9821 -4.9284 -1.0746
H -3.3571 -5.4653 0.1567
H 2.5535 -1.9859 1.7872
H 0.8785 -1.5904 3.3848
H 2.5236 0.8186 3.2378
H 2.8287 0.9408 1.3814
H 0.2758 2.0292 3.1443
H 2.6839 3.2764 2.2506
H 0.9403 4.1727 2.1459
H 1.6743 3.2975 0.5848
H 0.2538 1.6672 0.1200
C 0.4786 3.8278 -3.9673
C 1.2363 2.5577 -3.6374
C 0.6088 1.3140 -4.1880
O 1.0743 0.3190 -3.2930
C 1.2930 0.9479 -2.0986
O 1.5199 0.3744 -1.0462
O 1.2188 2.3054 -2.2409
H 0.8065 4.6501 -3.3227
H 0.6313 4.1144 -5.0121
H -0.5963 3.7058 -3.7973
H 2.2846 2.6540 -3.9460
H 0.9289 1.0964 -5.2108
H -0.4892 1.3217 -4.1506
C -6.2522 -2.6165 4.4226
C -5.4946 -3.8866 4.7525
C -6.1220 -5.1303 4.2019
O -5.6565 -6.1253 5.0969
C -5.4378 -5.4965 6.2913
O -5.2109 -6.0699 7.3437
O -5.5120 -4.1389 6.1490
H -5.9243 -1.7942 5.0672
H -6.0996 -2.3299 3.3778
H -7.3271 -2.7386 4.5926
H -4.4462 -3.7904 4.4439
H -5.8019 -5.3480 3.1791
H -7.2200 -5.1227 4.2392
C -5.1379 6.2014 -1.6909
C -4.2086 5.2233 -2.3806
C -2.8351 5.1656 -1.7857
O -2.0493 4.7305 -2.8816
C -2.6906 5.1612 -4.0099
O -2.2123 5.1313 -5.1317
O -3.9381 5.6340 -3.7119
H -6.0098 6.4123 -2.3190
H -5.4809 5.8046 -0.7306
H -4.6426 7.1611 -1.5096
H -4.6732 4.2306 -2.4256
H -2.7645 4.4600 -0.9533
H -2.4558 6.1436 -1.4591
C -6.8175 2.7142 -5.0388
C -7.1754 2.5384 -3.5770
C -8.1392 1.4220 -3.3160
O -8.7598 1.8341 -2.1106
C -8.7021 3.2002 -2.0958
O -9.3001 3.9094 -1.3037
O -7.8881 3.6653 -3.0907
H -6.3516 3.6909 -5.2064
H -6.1283 1.9315 -5.3698
H -7.7089 2.6790 -5.6740
H -6.2633 2.4358 -2.9760
H -7.6424 0.4565 -3.1862
H -8.9171 1.3236 -4.0855
C 7.9838 -1.0898 0.9598
C 7.3239 -0.1545 1.9527
C 6.1151 -0.7319 2.6226
O 5.3761 0.4278 2.9644
C 5.7160 1.3844 2.0483
O 5.1403 2.4517 1.9166
O 6.7847 0.9826 1.2966
H 8.6681 -0.5377 0.3070
H 8.5432 -1.8762 1.4752
H 7.2434 -1.5650 0.3077
H 8.0617 0.2004 2.6830
H 6.3633 -1.3113 3.5162
H 5.4958 -1.3488 1.9568
C 12.4550 -3.3541 -0.3862
C 11.0255 -3.7812 -0.6508
C 10.8142 -4.3990 -1.9989
O 9.4429 -4.1359 -2.2402
C 9.1413 -2.9979 -1.5446
O 8.1028 -2.3691 -1.6635
O 10.1615 -2.6565 -0.7013
H 12.5006 -2.6699 0.4676
H 13.0906 -4.2205 -0.1801
H 12.8745 -2.8153 -1.2424
H 10.6733 -4.4366 0.1554
H 11.0100 -5.4749 -2.0061
H 11.3999 -3.9233 -2.7974
*
```

The total energy comes out at -95756.4423 eV. The value obtained for the frontier orbital gap is 8.91 eV.

Atomic partial charges in e from the Mulliken method, atoms 1 to 6: -0.519, 0.024, 0.613, -0.106, -0.535, -0.717

(4)
Below is a cluster of 3 separate species, C32H52N5O5S4 in total at a distorted geometry, with properties calculated with wB97M-V/def2-TZVPD.

The geometry in ORCA input format:
```
! wB97M-V def2-TZVPD RIJCOSX def2/J DEFGRID3
* xyz 1 1
C 1.2275 0.3722 3.5561
C 0.1666 1.3149 3.4279
C -0.9853 2.5211 3.3120
C -1.8922 2.1061 1.9703
C -1.3938 2.9352 0.6477
C -0.9629 2.0104 -0.6352
C -0.3168 3.1493 -1.6573
C 0.8045 2.6896 -2.7607
C 1.4841 1.2220 -2.4954
C 2.8568 1.0799 -3.4306
S 4.1117 -0.1231 -2.6395
C 4.3536 -1.5533 -3.8804
S 4.4633 -1.1944 -5.5724
N 4.4805 -2.9890 -3.3472
C 4.0656 -3.5036 -1.9668
C 4.5120 -5.0854 -2.0172
N 5.1278 -5.3889 -3.3964
C 5.0949 -4.1089 -4.2018
N -1.6028 3.6607 -2.2695
C -2.7093 2.6454 -2.0834
N -4.0236 2.9073 -2.3819
C -4.5293 4.2682 -2.9029
C -5.8196 3.9781 -3.9072
C -6.7535 3.9212 -4.9833
N -2.0265 1.4015 -1.5287
C -3.0310 0.4797 -0.8725
C -2.4193 -0.9398 -0.3259
C -3.7313 -1.9336 -0.0407
C -4.9349 -1.1951 0.7932
C -5.6004 -2.1568 1.9882
O -4.8221 -1.8069 3.2220
C -3.6085 -2.6330 3.3227
H 2.1171 -0.4230 3.5351
H -0.5192 3.5913 3.2279
H -1.6368 2.4020 4.3012
H -3.0073 2.3984 2.2526
H -1.8143 0.9416 1.8909
H -2.1989 3.7547 0.4255
H -0.4100 3.5282 0.9728
H -0.1450 1.2990 -0.1572
H 0.1035 4.1028 -1.0745
H 1.6786 3.4997 -2.7254
H 0.3493 2.7354 -3.8517
H 1.7493 1.1412 -1.3587
H 0.6913 0.4092 -2.8082
H 3.3327 2.1644 -3.5622
H 2.5462 0.7217 -4.5210
H 3.5791 -2.8558 -1.1114
H 4.3604 -5.8183 -1.0962
H 5.5139 -4.0305 -5.3153
H -1.4261 3.8888 -3.2914
H -4.7591 2.1733 -2.2656
H -3.6806 4.9021 -3.4026
H -4.9947 4.8001 -1.9407
H -7.5399 4.1185 -5.8509
H -3.6200 1.1082 -0.0802
H -3.8233 0.1958 -1.7190
H -1.8393 -0.8766 0.6885
H -1.6846 -1.4585 -1.0988
H -4.1579 -2.1821 -1.1267
H -3.4359 -2.9146 0.5438
H -4.6081 -0.2053 1.3525
H -5.8254 -0.9443 0.0457
H -6.6881 -1.7638 2.1816
H -5.5280 -3.2901 1.7051
H -3.9399 -3.7503 3.1606
H -3.1570 -2.4805 4.4169
H -2.7494 -2.3410 2.5759
C -0.8069 -5.8636 0.9881
C 0.2128 -5.5043 -0.0916
C 0.4958 -4.0075 0.0247
S 0.2140 -3.5772 1.7356
O -0.9218 -2.6821 1.8044
O 1.4828 -3.2700 2.3652
C -0.3107 -5.1967 2.2624
H -0.9026 -6.9462 1.1122
H -1.7911 -5.4652 0.7143
H 1.1377 -6.0689 0.0780
H -0.1496 -5.7610 -1.0919
H 1.5285 -3.7713 -0.2439
H -0.1926 -3.4211 -0.5900
H -1.0818 -5.1086 3.0295
H 0.5636 -5.7173 2.6646
C 6.2410 3.5864 2.6571
C 5.5120 2.6907 3.6575
C 4.0254 2.7270 3.3072
S 3.9332 3.0536 1.5531
O 3.3206 4.3508 1.3577
O 3.4649 1.8639 0.8706
C 5.6885 3.2127 1.2898
H 7.3252 3.4488 2.7038
H 6.0229 4.6386 2.8757
H 5.8870 1.6638 3.5683
H 5.6825 3.0137 4.6892
H 3.5372 1.7738 3.5253
H 3.5106 3.5376 3.8303
H 5.8849 3.9671 0.5261
H 6.0676 2.2393 0.9645
*
```

The total energy comes out at -95027.3019 eV. The value obtained for the frontier orbital gap is 7.14 eV.

Atomic partial charges in e from the Mulliken method, atoms 1 to 6: -0.630, 0.014, -0.435, 0.016, -0.799, -0.397